No. 1
77
Properties=species:S:1:pos:R:3 method="wB97M-V/def2-TZVPD" e_lumo_ev=1.723 de_lowest_kj_mol=20.03 multiplicity=1 gap_ev=7.9 total_charge=-1
C -0.38 -0.66 -1.13
C -0.46 0.03 0.24
C 0.64 -0.31 1.28
O -0.33 1.41 -0.07
H -1.09 -0.23 -1.79
H -0.45 -1.70 -0.90
H 0.66 -0.60 -1.45
H -1.47 -0.07 0.66
H 0.46 -1.34 1.48
H 0.74 0.24 2.22
H 1.59 -0.13 0.76
O -1.15 2.07 -3.71
H -0.42 1.50 -3.97
H -0.76 2.78 -3.16
O 2.85 -3.10 1.20
H 2.68 -2.53 1.96
H 3.05 -2.47 0.56
O 0.85 0.46 -3.81
H 1.15 -0.21 -3.20
H 1.46 0.59 -4.54
O 2.77 0.80 -1.57
H 2.60 1.47 -2.22
H 2.45 1.21 -0.80
O -3.09 0.17 -3.43
H -2.63 -0.56 -2.95
H -2.36 0.76 -3.65
O 0.74 -4.00 -0.39
H 1.51 -3.73 0.15
H 1.09 -3.95 -1.26
O 0.63 3.32 -1.61
H 0.04 4.03 -1.30
H 0.26 2.53 -1.15
O -3.79 -0.57 2.42
H -3.81 -0.60 1.49
H -2.90 -0.27 2.60
O -1.46 0.61 3.05
H -0.79 0.38 2.37
H -1.98 1.28 2.62
O -1.84 -3.49 -0.06
H -0.85 -3.58 -0.18
H -2.18 -3.21 -0.95
O 0.39 2.34 3.57
H 0.80 2.27 4.43
H -0.42 1.84 3.59
O 3.23 1.18 2.82
H 2.56 1.54 2.27
H 3.20 1.73 3.63
O 3.73 -1.83 -1.06
H 3.42 -1.00 -1.32
H 4.46 -1.56 -0.45
O 2.05 2.44 0.54
H 1.28 1.86 0.50
H 1.78 3.07 -0.16
O -2.73 1.89 -0.91
H -2.75 2.27 -1.78
H -1.81 1.53 -0.71
O -0.12 -1.53 4.04
H -1.07 -1.69 3.74
H -0.39 -1.27 4.90
O -3.51 2.29 1.64
H -4.35 1.79 1.67
H -3.13 2.18 0.76
O 1.79 -2.64 -2.99
H 2.45 -2.53 -2.28
H 2.30 -2.61 -3.81
O -0.92 -2.50 -3.72
H -0.04 -2.58 -3.35
H -0.89 -1.75 -4.31
O 2.71 -1.40 3.40
H 2.93 -0.54 3.06
H 1.73 -1.41 3.56
O -0.67 3.71 1.55
H -0.16 3.46 2.30
H -0.70 2.95 1.02
O -3.94 -0.71 -0.31
H -3.59 -1.24 -1.00
H -3.63 0.13 -0.66

No. 2
105
Properties=species:S:1:pos:R:3 method="wB97M-V/def2-TZVPD" e_lumo_ev="-4.257 / -4.257" multiplicity=3 gap_ev="6.4 / 7.0" total_charge=+1
C -0.68 -1.80 0.83
C -0.95 -0.55 -0.19
C -2.26 0.19 0.32
C -2.70 1.52 -0.47
C -2.00 2.88 0.11
C -2.75 1.42 -2.05
C -4.15 1.08 -2.68
O -5.33 0.84 -1.89
C -4.35 0.95 -4.23
N -5.66 0.59 -4.82
C -3.10 1.21 -5.09
N -1.78 1.52 -4.53
C -0.74 1.73 -5.55
C -0.16 0.20 -6.08
C 0.96 0.29 -7.34
O -0.55 -0.20 -7.48
C -1.59 1.60 -3.08
B -0.05 1.90 -2.52
O 0.88 0.80 -2.34
C 0.52 3.38 -2.22
C 2.15 3.27 -2.15
H -1.06 -1.42 1.85
H -1.33 -2.70 0.56
H 0.43 -2.05 0.96
H -0.04 0.16 -0.06
H -1.02 -0.99 -1.24
H -3.17 -0.53 0.28
H -2.17 0.49 1.43
H -3.80 1.68 -0.13
H -2.64 3.36 0.94
H -1.96 3.67 -0.73
H -0.95 2.64 0.51
H -5.28 -0.10 -1.58
H -6.23 0.12 -4.09
H -5.44 -0.17 -5.49
H -3.25 1.14 -6.23
H -1.24 2.16 -6.49
H 0.15 2.36 -5.30
H 0.01 -0.65 -5.25
H 1.69 -0.52 -7.03
H 1.08 1.41 -7.23
H 0.33 -0.01 -2.52
H 0.30 4.08 -3.12
H 0.12 3.87 -1.27
H 2.45 2.62 -1.25
H 2.57 2.76 -3.09
H 2.63 4.32 -2.09
C -5.91 -2.11 3.70
C -4.87 -1.01 4.07
C -3.50 -1.47 3.54
C -2.95 -2.66 4.33
C -2.93 -2.38 5.83
C -4.22 -1.77 6.41
N -4.84 -0.73 5.53
O -4.13 0.42 5.71
C -5.28 -2.85 6.70
C -3.88 -1.23 7.83
C -5.39 0.21 3.27
H -6.14 -2.09 2.63
H -5.56 -3.13 3.89
H -6.85 -1.96 4.24
H -2.77 -0.64 3.60
H -3.56 -1.74 2.48
H -3.53 -3.56 4.13
H -1.93 -2.88 3.99
H -2.69 -3.31 6.36
H -2.08 -1.71 6.02
H -6.21 -2.40 7.07
H -4.94 -3.55 7.46
H -5.54 -3.47 5.84
H -3.02 -0.55 7.82
H -3.61 -2.05 8.50
H -4.73 -0.70 8.27
H -6.43 0.43 3.54
H -5.36 0.02 2.20
H -4.81 1.12 3.44
C 6.05 -1.99 -0.14
C 5.51 -0.89 -1.09
C 6.21 -1.06 -2.45
C 7.69 -0.69 -2.39
C 7.90 0.71 -1.80
C 7.09 1.02 -0.52
N 5.70 0.48 -0.53
O 4.95 1.33 -1.29
C 7.81 0.46 0.74
C 7.15 2.55 -0.31
C 4.01 -1.25 -1.19
H 5.64 -2.97 -0.41
H 7.13 -2.13 -0.18
H 5.77 -1.80 0.90
H 5.72 -0.44 -3.21
H 6.12 -2.09 -2.80
H 8.25 -1.42 -1.81
H 8.12 -0.72 -3.40
H 8.97 0.87 -1.63
H 7.62 1.43 -2.59
H 7.22 0.66 1.63
H 8.78 0.95 0.88
H 8.02 -0.60 0.70
H 6.81 3.11 -1.19
H 8.17 2.88 -0.11
H 6.53 2.86 0.54
H 3.55 -1.29 -0.20
H 3.87 -2.23 -1.66
H 3.43 -0.54 -1.79

No. 3
9
Properties=species:S:1:pos:R:3 method="wB97M-V/def2-TZVPD" e_lumo_ev="-17.876 / -18.882" de_lowest_kj_mol=198.11 multiplicity=1 gap_ev="8.8 / 7.5" total_charge=+3
C 0.58 -1.90 -0.64
C 1.03 -0.76 -0.91
O 0.84 0.45 -0.64
C -0.52 0.87 0.45
O -1.17 -0.12 0.78
O -0.51 2.00 0.86
H 0.71 -2.93 -0.96
Ga -0.28 3.64 0.70
H -0.67 -1.24 0.36

No. 4
16
Properties=species:S:1:pos:R:3 method="wB97M-V/def2-TZVPD" e_lumo_ev=-3.985 de_lowest_kj_mol=187.43 multiplicity=1 gap_ev=10.4 total_charge=+1
C -2.81 -1.21 -0.52
C 0.49 0.90 0.15
C 0.98 2.37 0.07
C 0.91 -1.54 0.32
N 1.28 -0.10 0.17
O -1.85 -0.68 -0.02
H -2.63 -1.64 -1.48
H -3.85 -1.42 -0.13
H -0.53 0.66 0.23
H 0.58 3.00 0.98
H 0.70 2.71 -0.91
H 2.07 2.32 0.11
H 1.07 -1.80 1.41
H -0.16 -1.64 0.20
H 1.52 -1.93 -0.54
H 2.24 0.03 -0.03

| no. | DFT total energy (eV) |
| --- | --- |
| 1 | -51035.4310 |
| 2 | -52083.7084 |
| 3 | -61616.2004 |
| 4 | -7839.3745 |